(1)
{
  "formula": "C37H29Cl3IN4O4OsS",
  "method": "ωB97M-V/def2-TZVPD",
  "homo_energy_ev": [-9.65, -9.65],
  "energy_ev": -111950.851,
  "multiplicity": 1,
  "total_charge": 1,
  "largest_force_ha_per_bohr": 0.0331,
  "species": ["Os", "Cl", "C", "C", "C", "C", "C", "Cl", "C", "S", "H", "H", "H", "C", "O", "C", "C", "C", "C", "C", "C", "N", "C", "N", "C", "C", "C", "C", "C", "C", "O", "C", "N", "C", "C", "C", "C", "C", "C", "O", "C", "H", "H", "H", "H", "H", "H", "H", "H", "H", "H", "H", "H", "H", "H", "H", "H", "H", "H", "H", "H", "H", "H", "Cl", "C", "C", "C", "I", "C", "O", "C", "N", "C", "C", "C", "C", "H", "H", "H", "H"],
  "xyz": [[0.232, -0.260, 1.670], [2.114, -0.182, 3.012], [1.777, -1.095, 4.485], [2.782, -1.280, 5.412], [2.466, -2.007, 6.550], [1.192, -2.526, 6.723], [0.220, -2.330, 5.760], [-1.358, -2.987, 5.976], [0.488, -1.603, 4.597], [-0.737, -1.336, 3.355], [3.768, -0.867, 5.256], [3.218, -2.172, 7.308], [0.945, -3.093, 7.608], [3.484, 0.105, -3.667], [2.113, 0.104, -3.297], [1.198, -0.205, -4.246], [1.496, -0.537, -5.563], [0.472, -0.787, -6.465], [-0.855, -0.719, -6.075], [-1.158, -0.423, -4.757], [-0.147, -0.178, -3.841], [-0.475, 0.171, -2.505], [-0.075, -0.508, -1.419], [0.619, -1.618, -1.519], [1.004, -2.460, -0.449], [0.872, -2.128, 0.908], [1.302, -3.154, 1.774], [1.814, -4.359, 1.340], [1.959, -4.639, -0.010], [1.552, -3.675, -0.907], [1.662, -3.782, -2.269], [1.768, -5.089, -2.813], [-0.382, -0.057, -0.196], [-0.907, 1.167, 0.107], [-3.477, 1.251, 0.155], [-4.039, 2.649, 0.491], [-2.326, 4.005, 0.127], [-0.941, 3.642, -0.258], [-0.323, 2.432, -0.292], [0.942, 2.402, -0.815], [2.017, 2.027, 0.047], [4.029, 0.399, -2.774], [3.673, 0.826, -4.464], [3.807, -0.890, -3.979], [2.522, -0.580, -5.897], [0.723, -1.033, -7.487], [-1.647, -0.910, -6.784], [-2.186, -0.388, -4.421], [-1.098, 0.949, -2.340], [0.854, -1.962, -2.442], [1.233, -3.020, 2.839], [2.114, -5.099, 2.070], [2.368, -5.581, -0.341], [1.770, -4.967, -3.893], [0.917, -5.701, -2.507], [2.699, -5.571, -2.512], [-4.073, 0.422, 0.534], [-5.087, 2.671, 0.771], [-2.389, 5.078, 0.291], [-0.297, 4.469, -0.527], [2.904, 2.521, -0.345], [2.179, 0.942, 0.027], [1.830, 2.359, 1.072], [-4.567, 5.314, 2.358], [-3.267, 4.208, 2.543], [-2.411, 4.264, 3.589], [-1.312, 3.365, 3.666], [0.037, 3.603, 5.211], [-1.079, 2.330, 2.750], [-0.034, 1.588, 2.757], [-2.093, 2.190, 1.792], [-2.137, 1.220, 0.835], [-3.314, 1.278, -1.342], [-3.307, 2.527, -1.794], [-3.561, 3.499, -0.685], [-3.029, 3.242, 1.484], [-2.530, 5.008, 4.363], [-3.169, 0.386, -1.933], [-3.135, 2.817, -2.821], [-4.210, 4.326, -0.965]]
}

(2)
{
  "formula": "C9H11N2",
  "method": "ωB97M-V/def2-TZVPD",
  "relative_energy_kcal_mol": 103.92,
  "homo_energy_ev": -12.81,
  "energy_ev": -12480.904,
  "multiplicity": 1,
  "total_charge": 1,
  "largest_force_ha_per_bohr": 0.0879,
  "species": ["C", "C", "C", "C", "C", "C", "C", "C", "C", "N", "N", "H", "H", "H", "H", "H", "H", "H", "H", "H", "H", "H"],
  "xyz": [[-2.411, -1.060, -0.290], [-1.338, -2.020, -0.320], [-2.079, 0.227, -0.411], [2.156, -1.902, -0.063], [-0.126, -1.575, -0.049], [2.346, 0.842, -0.933], [-0.674, 0.557, -0.843], [0.302, -0.094, 0.083], [0.116, 0.348, 1.621], [1.032, -2.349, -0.028], [1.617, -0.021, -0.352], [-3.370, -1.540, -0.055], [-1.292, -3.105, -0.349], [-2.753, 1.084, -0.165], [3.125, -1.989, 0.274], [1.891, 1.771, -1.206], [3.407, 0.676, -1.193], [-0.551, 0.101, -1.806], [-0.516, 1.591, -0.718], [-0.454, 1.261, 1.858], [1.092, 0.485, 2.086], [-0.380, -0.566, 1.967]]
}

(3)
{
  "formula": "C20H27N7Ti",
  "method": "ωB97M-V/def2-TZVPD",
  "homo_energy_ev": [-20.50, -20.50],
  "energy_ev": -54683.418,
  "multiplicity": 1,
  "total_charge": 4,
  "largest_force_ha_per_bohr": 0.0275,
  "species": ["Ti", "C", "N", "C", "C", "N", "C", "C", "C", "C", "C", "C", "N", "C", "N", "C", "C", "C", "C", "C", "C", "N", "H", "H", "H", "H", "H", "H", "H", "H", "H", "H", "H", "H", "H", "H", "H", "C", "C", "C", "C", "N", "N", "H", "H", "H", "H", "H", "H", "H", "H", "H", "H", "H", "H"],
  "xyz": [[0.177, 2.317, -0.083], [1.265, 0.860, 2.337], [0.027, 0.928, 1.541], [-1.229, 1.104, 2.293], [-2.236, 1.426, 1.234], [-1.793, 1.860, 0.026], [-2.951, 1.992, -0.758], [-3.142, 2.319, -2.103], [-4.446, 2.378, -2.566], [-5.542, 2.116, -1.740], [-5.374, 1.745, -0.415], [-4.068, 1.678, 0.053], [-3.556, 1.322, 1.284], [2.356, 1.070, 1.337], [2.028, 1.590, 0.127], [3.217, 1.592, -0.608], [3.501, 1.942, -1.930], [4.817, 1.838, -2.355], [5.831, 1.381, -1.506], [5.563, 0.988, -0.202], [4.246, 1.091, 0.224], [3.644, 0.777, 1.426], [1.255, 1.640, 3.113], [1.384, -0.103, 2.852], [-0.051, 0.022, 1.046], [-1.516, 0.200, 2.853], [-1.120, 1.929, 3.017], [-2.314, 2.474, -2.783], [-4.630, 2.638, -3.596], [-6.540, 2.188, -2.148], [-6.219, 1.528, 0.221], [-4.132, 1.018, 2.065], [2.728, 2.250, -2.623], [5.069, 2.111, -3.370], [6.844, 1.320, -1.878], [6.342, 0.623, 0.453], [4.136, 0.380, 2.224], [-1.264, 5.111, -0.900], [0.188, 4.832, -1.289], [0.271, 3.769, -2.411], [0.902, 6.125, -1.670], [0.937, 4.177, -0.141], [0.294, 4.090, 1.142], [-1.811, 5.407, -1.796], [-1.357, 5.970, -0.233], [-1.772, 4.240, -0.469], [-0.490, 3.955, -3.173], [0.124, 2.705, -2.010], [1.230, 3.822, -2.934], [0.406, 6.612, -2.508], [1.935, 5.953, -1.970], [0.890, 6.838, -0.847], [1.868, 4.626, -0.099], [-0.405, 4.852, 1.280], [0.978, 4.214, 1.912]]
}

(4)
{
  "formula": "C28H56O7",
  "method": "ωB97M-V/def2-TZVPD",
  "relative_energy_kcal_mol": 22.22,
  "homo_energy_ev": [-11.61, -11.61],
  "energy_ev": -44261.358,
  "s2": 0.754,
  "multiplicity": 2,
  "total_charge": 1,
  "largest_force_ha_per_bohr": 0.0840,
  "species": ["C", "C", "C", "O", "C", "H", "H", "H", "H", "H", "H", "H", "H", "C", "C", "C", "O", "C", "H", "H", "H", "H", "H", "H", "H", "H", "C", "C", "C", "O", "C", "H", "H", "H", "H", "H", "H", "H", "H", "C", "C", "C", "O", "C", "H", "H", "H", "H", "H", "H", "H", "H", "C", "C", "C", "O", "C", "H", "H", "H", "H", "H", "H", "H", "H", "C", "C", "C", "O", "C", "H", "H", "H", "H", "H", "H", "H", "H", "C", "C", "C", "O", "C", "H", "H", "H", "H", "H", "H", "H", "H"],
  "xyz": [[-1.082, 3.441, 5.194], [-1.411, 1.949, 4.951], [-2.702, 1.754, 5.741], [-2.485, 2.552, 6.903], [-1.870, 3.736, 6.463], [-1.342, 4.088, 4.356], [-0.012, 3.489, 5.397], [-0.613, 1.300, 5.314], [-1.444, 1.712, 3.887], [-2.918, 0.806, 6.233], [-3.597, 2.012, 5.176], [-1.225, 4.069, 7.276], [-2.630, 4.484, 6.237], [0.851, 0.684, 0.302], [-0.176, -0.172, 1.045], [-0.495, -1.292, 0.113], [-0.134, -0.776, -1.163], [1.031, 0.032, -1.069], [1.816, 0.594, 0.801], [0.606, 1.745, 0.251], [-1.112, 0.344, 1.257], [0.193, -0.430, 2.038], [-1.573, -1.440, 0.044], [0.170, -2.141, 0.272], [1.145, 0.734, -1.894], [1.899, -0.627, -1.027], [-2.955, 0.680, -2.134], [-3.719, 1.886, -2.620], [-5.047, 1.257, -2.859], [-4.618, 0.113, -3.686], [-3.423, -0.380, -3.107], [-3.257, 0.389, -1.128], [-1.867, 0.742, -2.137], [-3.270, 2.230, -3.552], [-3.711, 2.756, -1.963], [-5.838, 1.828, -3.344], [-5.606, 0.833, -2.024], [-2.730, -0.393, -3.949], [-3.547, -1.367, -2.662], [-4.250, -2.272, 3.503], [-3.453, -2.014, 4.744], [-2.079, -2.467, 4.241], [-2.148, -1.766, 2.980], [-3.343, -1.930, 2.324], [-5.147, -1.667, 3.370], [-4.420, -3.321, 3.262], [-3.803, -2.550, 5.626], [-3.391, -0.937, 4.901], [-1.859, -3.535, 4.220], [-1.349, -2.021, 4.915], [-3.402, -2.542, 1.423], [-3.633, -1.011, 1.815], [5.603, -0.752, -3.403], [5.957, -2.233, -3.394], [4.774, -2.961, -2.699], [3.744, -1.982, -2.596], [4.122, -0.867, -3.400], [6.084, -0.224, -4.228], [5.972, -0.395, -2.442], [6.903, -2.438, -2.892], [6.037, -2.512, -4.445], [5.023, -3.241, -1.676], [4.483, -3.838, -3.278], [3.496, -0.008, -3.160], [3.694, -1.122, -4.370], [2.537, 4.378, 1.682], [3.927, 3.689, 1.699], [4.078, 3.170, 0.222], [3.354, 4.165, -0.567], [2.466, 4.917, 0.202], [2.504, 5.256, 2.327], [1.745, 3.644, 1.835], [4.111, 2.851, 2.371], [4.655, 4.481, 1.877], [3.616, 2.185, 0.155], [5.132, 3.317, -0.012], [1.395, 4.903, 0.000], [2.784, 5.954, 0.306], [0.988, -3.120, -5.051], [0.065, -2.526, -3.983], [-0.627, -3.623, -3.189], [-0.794, -4.576, -4.177], [0.401, -4.506, -5.121], [2.046, -3.167, -4.794], [0.884, -2.694, -6.049], [-0.549, -1.935, -4.663], [0.617, -1.855, -3.325], [-1.595, -3.382, -2.751], [0.064, -4.018, -2.445], [0.130, -4.921, -6.092], [1.145, -5.201, -4.731]]
}

(5)
{
  "formula": "C27H42N11",
  "method": "ωB97M-V/def2-TZVPD",
  "relative_energy_kcal_mol": 0.00,
  "homo_energy_ev": -1.25,
  "energy_ev": -45064.784,
  "multiplicity": 1,
  "total_charge": -1,
  "largest_force_ha_per_bohr": 0.0364,
  "species": ["C", "C", "C", "C", "C", "N", "C", "C", "H", "H", "H", "H", "H", "H", "H", "H", "H", "H", "H", "H", "C", "C", "N", "H", "H", "H", "C", "C", "N", "H", "H", "H", "C", "C", "N", "H", "H", "H", "C", "C", "N", "H", "H", "H", "C", "C", "N", "H", "H", "H", "C", "C", "N", "H", "H", "H", "C", "C", "N", "H", "H", "H", "C", "C", "N", "H", "H", "H", "C", "C", "N", "H", "H", "H", "C", "C", "N", "H", "H", "H"],
  "xyz": [[1.354, -3.011, -0.470], [1.620, -1.844, -0.589], [2.179, -0.477, -0.444], [1.448, 0.495, 0.551], [0.346, -0.099, 1.490], [-0.991, 0.313, 1.047], [-1.734, -0.781, 0.441], [-2.544, -0.204, -0.777], [1.092, -4.044, -0.529], [2.138, -0.019, -1.447], [3.248, -0.490, -0.196], [2.220, 0.976, 1.185], [0.967, 1.285, -0.037], [0.491, 0.391, 2.484], [0.444, -1.187, 1.670], [-1.028, -1.569, 0.109], [-2.506, -1.185, 1.153], [-2.154, -0.567, -1.743], [-2.437, 0.889, -0.732], [-3.620, -0.437, -0.651], [1.962, 2.524, 4.144], [2.899, 1.533, 3.609], [3.599, 0.727, 3.188], [1.208, 2.748, 3.391], [1.473, 2.127, 5.033], [2.491, 3.436, 4.403], [-0.411, -4.260, -3.457], [-0.733, -2.842, -3.280], [-1.002, -1.735, -3.140], [0.660, -4.383, -3.610], [-0.707, -4.812, -2.566], [-0.941, -4.662, -4.315], [-2.474, -4.530, 0.542], [-1.627, -5.607, 0.008], [-0.955, -6.442, -0.412], [-3.342, -4.392, -0.098], [-2.810, -4.787, 1.544], [-1.907, -3.597, 0.583], [4.673, 6.124, 2.773], [3.480, 5.365, 2.376], [2.544, 4.774, 2.065], [5.533, 5.781, 2.200], [4.515, 7.184, 2.579], [4.868, 5.981, 3.831], [2.165, 6.884, 6.579], [3.123, 5.894, 6.070], [3.868, 5.115, 5.672], [1.407, 7.091, 5.824], [1.680, 6.500, 7.475], [2.684, 7.808, 6.824], [-1.785, 2.056, -3.591], [-1.168, 3.171, -4.323], [-0.696, 4.047, -4.897], [-2.836, 1.972, -3.862], [-1.280, 1.122, -3.837], [-1.706, 2.225, -2.518], [-1.025, -8.440, -4.347], [-0.726, -7.300, -5.224], [-0.492, -6.398, -5.896], [-1.174, -9.337, -4.945], [-0.197, -8.601, -3.658], [-1.928, -8.237, -3.774], [-0.896, 5.929, 2.636], [-0.507, 7.100, 3.433], [-0.203, 8.019, 4.054], [-1.548, 5.283, 3.220], [-1.423, 6.250, 1.739], [-0.005, 5.370, 2.345], [2.466, 2.207, -4.477], [3.722, 1.479, -4.244], [4.706, 0.915, -4.062], [1.699, 1.520, -4.830], [2.128, 2.673, -3.553], [2.621, 2.980, -5.227], [-6.210, -7.088, -0.609], [-5.687, -5.836, -0.047], [-5.278, -4.857, 0.393], [-6.769, -7.629, 0.152], [-6.870, -6.867, -1.447], [-5.386, -7.709, -0.956]]
}

(6)
{
  "formula": "C20H23N3O4S2",
  "method": "ωB97M-V/def2-TZVPD",
  "smiles": "CCc1cc2c(=O)n(Cc3ccco3)c(SCC(=O)NC[C@H]3CCCO3)nc2s1",
  "relative_energy_kcal_mol": 0.00,
  "homo_energy_ev": -8.01,
  "energy_ev": -55445.047,
  "multiplicity": 1,
  "total_charge": 0,
  "largest_force_ha_per_bohr": 0.0184,
  "species": ["C", "C", "C", "C", "C", "C", "O", "N", "C", "C", "C", "C", "C", "O", "C", "S", "C", "C", "O", "N", "C", "C", "C", "C", "C", "O", "N", "C", "S", "H", "H", "H", "H", "H", "H", "H", "H", "H", "H", "H", "H", "H", "H", "H", "H", "H", "H", "H", "H", "H", "H", "H"],
  "xyz": [[-4.837, -1.846, 1.124], [-3.707, -2.788, 1.546], [-2.374, -2.184, 1.271], [-1.496, -2.495, 0.287], [-0.338, -1.675, 0.297], [0.781, -1.696, -0.604], [0.941, -2.446, -1.546], [1.743, -0.703, -0.313], [2.929, -0.661, -1.147], [4.167, -0.897, -0.346], [5.393, -0.299, -0.378], [6.177, -0.959, 0.598], [5.369, -1.902, 1.151], [4.152, -1.875, 0.583], [1.558, 0.200, 0.680], [2.728, 1.499, 0.839], [1.803, 2.588, 1.959], [0.409, 2.968, 1.460], [-0.480, 3.214, 2.242], [0.301, 3.104, 0.120], [-0.993, 3.147, -0.520], [-1.524, 1.720, -0.710], [-2.836, 1.623, -1.491], [-2.662, 0.306, -2.244], [-1.168, 0.338, -2.550], [-0.556, 0.947, -1.424], [0.564, 0.212, 1.505], [-0.373, -0.731, 1.313], [-1.807, -0.852, 2.262], [-5.803, -2.296, 1.341], [-4.783, -1.641, 0.057], [-4.762, -0.905, 1.664], [-3.787, -3.729, 0.998], [-3.800, -3.001, 2.613], [-1.644, -3.280, -0.432], [2.786, -1.455, -1.891], [3.003, 0.305, -1.655], [5.694, 0.508, -1.013], [7.197, -0.754, 0.851], [5.531, -2.625, 1.925], [2.418, 3.483, 2.062], [1.704, 2.101, 2.928], [1.044, 2.722, -0.451], [-1.673, 3.708, 0.124], [-0.887, 3.649, -1.485], [-1.636, 1.275, 0.288], [-3.701, 1.631, -0.833], [-2.915, 2.454, -2.194], [-3.270, 0.237, -3.142], [-2.887, -0.537, -1.589], [-0.726, -0.651, -2.684], [-0.968, 0.942, -3.447]]
}

(7)
{
  "formula": "C24H31N2",
  "method": "ωB97M-V/def2-TZVPD",
  "relative_energy_kcal_mol": 64.95,
  "homo_energy_ev": -10.75,
  "energy_ev": -28362.444,
  "multiplicity": 1,
  "total_charge": 1,
  "largest_force_ha_per_bohr": 0.0611,
  "species": ["C", "C", "C", "N", "C", "N", "C", "C", "C", "C", "C", "C", "C", "C", "C", "H", "H", "H", "H", "H", "H", "H", "H", "H", "H", "H", "H", "H", "H", "H", "H", "C", "C", "C", "C", "C", "C", "C", "C", "C", "C", "C", "H", "H", "H", "H", "H", "H", "H", "H", "H", "H", "H", "H", "H", "H", "H"],
  "xyz": [[2.434, 1.784, 1.279], [1.371, 1.635, 2.307], [0.019, 1.884, 2.004], [-0.347, 2.210, 0.668], [0.081, 1.572, -0.470], [-0.439, 2.241, -1.508], [-0.176, 2.006, -2.909], [-1.170, 3.346, -1.044], [-1.092, 3.343, 0.287], [-0.945, 1.925, 3.028], [-2.386, 2.215, 2.764], [-0.538, 1.684, 4.348], [0.788, 1.381, 4.664], [1.164, 1.072, 6.084], [1.735, 1.371, 3.635], [3.279, 1.122, 1.500], [2.045, 1.535, 0.283], [2.814, 2.816, 1.225], [0.338, 1.047, -3.041], [-1.116, 2.000, -3.478], [0.454, 2.809, -3.321], [-1.668, 4.012, -1.723], [-1.506, 4.019, 1.012], [-2.972, 1.854, 3.618], [-2.580, 3.294, 2.689], [-2.777, 1.722, 1.866], [-1.287, 1.734, 5.144], [2.249, 0.976, 6.185], [0.820, 1.857, 6.770], [0.706, 0.130, 6.416], [2.785, 1.176, 3.873], [2.407, -0.509, -1.444], [0.963, -0.664, -1.280], [0.231, -1.746, -1.735], [-1.194, -1.821, -1.463], [-1.850, -0.807, -0.587], [-1.985, -2.816, -2.014], [-1.446, -3.836, -2.800], [-2.317, -4.914, -3.359], [-0.068, -3.826, -3.037], [0.778, -2.853, -2.535], [2.225, -3.020, -2.868], [2.756, 0.429, -1.005], [2.981, -1.322, -0.965], [2.686, -0.480, -2.510], [0.366, 0.335, -0.571], [-2.902, -1.074, -0.420], [-1.357, -0.729, 0.392], [-1.836, 0.186, -1.056], [-3.059, -2.807, -1.817], [-1.714, -5.636, -3.916], [-2.849, -5.449, -2.562], [-3.077, -4.503, -4.035], [0.351, -4.632, -3.645], [2.355, -3.954, -3.431], [2.611, -2.221, -3.512], [2.858, -3.104, -1.976]]
}

(8)
{
  "formula": "C5H5NO2",
  "method": "ωB97M-V/def2-TZVPD",
  "smiles": "O=c1cc[nH]cc1O",
  "relative_energy_kcal_mol": 16.86,
  "homo_energy_ev": -8.36,
  "energy_ev": -10850.584,
  "multiplicity": 1,
  "total_charge": 0,
  "largest_force_ha_per_bohr": 0.0630,
  "species": ["O", "C", "C", "C", "N", "C", "C", "O", "H", "H", "H", "H", "H"],
  "xyz": [[-2.025, 1.329, 0.020], [-0.935, 0.789, -0.073], [0.324, 1.449, -0.067], [1.465, 0.662, -0.036], [1.442, -0.732, -0.024], [0.236, -1.410, -0.049], [-0.952, -0.682, -0.074], [-2.225, -1.185, -0.006], [0.382, 2.484, 0.061], [2.409, 1.249, 0.045], [2.360, -1.121, 0.208], [0.304, -2.493, 0.016], [-2.785, -0.338, -0.022]]
}